ORCA calculation (ωB97M-V/def2-TZVPD) on a 13-piece molecular cluster, C33H80N3O17 overall at a distorted geometry.

Properties
Kohn-Sham gap in eV: 8.676
DFT total energy in hartree: -2748.07760
Strongest force on any atom in eV/Å: 5.28
HOMO level in eV: -11.339

```
! wB97M-V def2-TZVPD RIJCOSX def2/J DEFGRID3
* xyz 1 1
O 0.4406 -3.9330 1.2228
O 1.2891 -1.8501 1.2581
O -4.5914 1.9406 -0.5498
O -2.7685 -3.0244 -6.9257
O -3.8623 -1.5564 -5.0593
O -2.9426 -7.4169 -2.4410
O -4.6218 -3.5037 -1.4846
O -1.1639 -1.2155 -5.4727
O -5.0692 -3.1275 6.6158
O 6.5456 -0.3692 3.7430
O 3.1682 1.1643 0.8482
O -5.4987 1.3285 2.4064
O 6.0353 9.0858 1.6403
O -3.9665 1.1419 -5.4404
O 6.4530 1.1989 -1.0629
O 8.2720 6.1070 1.8194
O 4.0307 4.7765 1.7068
N 0.4616 -0.8220 0.9714
N -2.6280 -1.2411 -1.2179
N -1.3278 0.5920 0.7545
C -6.4302 0.3694 1.9265
C -4.7054 -2.6384 -4.6731
C 0.0530 -2.9150 3.3341
C 0.6031 -2.9460 1.8865
C 0.9026 0.3610 0.3089
C -0.1850 2.7288 -0.4402
C 7.1568 0.0152 -0.6452
C -1.3449 -3.4217 3.5088
C -3.7811 -8.4959 -2.0428
C -1.9793 -3.4512 4.8340
C -5.3451 -4.5118 6.4429
C -0.8750 -0.6284 1.2181
C 4.5887 1.0692 0.6167
C 5.2033 -0.6672 4.1018
C -0.2642 3.4211 2.1451
C -3.7651 -0.2602 -1.2034
C -3.3845 1.1458 -0.5988
C -4.0673 1.8589 -6.6629
C 0.1897 -2.4037 5.8653
C -4.8641 -4.8941 -1.7004
C 5.0263 1.0387 -0.9030
C 4.9982 9.0451 2.6145
C -1.1955 -2.9457 5.9883
C 0.7775 -2.4095 4.5125
C -0.2159 1.2958 0.1816
C -0.0746 3.8954 0.6458
C 2.3847 0.5741 -0.1912
C 8.2973 0.4451 0.3982
C -0.6777 -0.3274 -6.4705
C 5.2195 5.3730 1.1891
C 9.0471 5.7789 2.9646
C -2.7327 1.0543 0.8541
C -3.2400 -3.7482 -8.0558
H -6.0880 -4.6429 5.6520
H -3.7864 -8.5797 -0.9531
H 4.0383 3.8495 1.4397
H 4.1281 9.5973 2.2516
H 5.2402 6.4223 1.4742
H -2.0547 -7.6133 -2.1209
H 8.0441 0.0941 1.4346
H -5.5930 -5.0206 -2.5048
H -6.8218 -0.1913 2.7741
H 8.4411 5.8900 3.8680
H -0.8189 -0.7700 -7.4597
H -4.6767 -0.7044 -0.7097
H -1.1083 2.9247 -1.0454
H 4.4987 1.8546 -1.4676
H 0.9136 4.4481 0.6064
H -4.1362 0.2058 -5.6382
H -2.6990 1.6580 -1.3300
H -5.7186 -4.9326 7.3791
H 5.1543 -0.9308 5.1614
H -1.8824 -3.8136 2.5978
H 6.2658 10.0119 1.5054
H 8.2770 1.5748 0.4292
H 0.7155 -2.0226 6.7740
H -4.7058 -2.7259 -3.5863
H -5.1681 1.8125 1.6380
H -3.0658 -3.1700 -8.9667
H -3.0825 -2.1288 -1.4912
H -1.2365 0.6056 -6.4092
H -1.3012 3.0666 2.3958
H 7.9912 7.0258 1.9183
H -3.3686 0.3021 1.4105
H -3.4218 -9.4278 -2.4849
H -4.9384 2.0589 -1.4552
H -3.8803 2.9144 -6.4672
H -5.9335 -0.3193 1.2364
H 5.0405 2.0154 1.0551
H -3.9297 -5.3740 -1.9829
H -4.4244 -5.0216 6.1610
H -2.8084 2.0874 1.2846
H -4.3085 -3.9538 -7.9458
H -1.6492 -2.9661 7.0089
H -5.7192 -2.4404 -5.0218
H -2.0924 -0.9787 -2.0620
H 2.7371 -0.4334 -0.5406
H 0.4499 2.6063 2.4560
H -5.4636 -3.1036 -1.2362
H 6.0935 4.8694 1.6040
H 5.0871 0.2257 1.1924
H -1.5494 -1.3571 1.7354
H 2.2959 1.3329 -1.0267
H 9.3773 4.7444 2.8782
H -2.6977 -4.6908 -8.1198
H 9.3129 0.0930 0.0724
H -3.3238 1.4878 -7.3745
H 1.8167 -2.0041 4.3839
H -4.3435 -3.5655 -5.1229
H -5.0708 1.7430 -7.0806
H 5.3535 9.4816 3.5512
H -7.2539 0.8745 1.4168
H 4.8584 -1.5104 3.5037
H 4.5693 0.2018 3.9035
H -2.9697 -1.7584 -4.7374
H 4.7200 8.0063 2.7848
H 0.7101 2.7770 -1.1303
H -5.8983 -2.7027 6.8635
H 6.5033 -0.7200 -0.0817
H -4.7935 -8.2990 -2.3931
H -3.0201 -3.8515 4.9419
H 6.8277 0.3778 4.2835
H 5.2245 5.2946 0.0989
H -0.8699 4.6650 0.4349
H 4.7909 0.0365 -1.3878
H 0.3828 -0.1250 -6.3022
H -0.0812 4.3341 2.7922
H -3.2621 -2.1959 -6.8896
H 9.9211 6.4324 3.0215
H -4.0431 -0.0871 -2.2961
H -0.6562 -2.0323 -5.5469
H -5.2404 -5.3493 -0.7812
H 7.5994 -0.5704 -1.5073
*
```